No. 1
Formula: C22H32I2NO3P2Sc
Source: the OMol25 dataset
Level of theory: ωB97M-V with the def2-TZVPD basis set

Output
Lowest unoccupied orbital energy (alpha / beta) ... -10.645 / -10.685 eV
E ... -86432.845 eV
Charge ... +2
HOMO-LUMO gap (alpha / beta) ... 2.025 / 1.970 eV

Element x y z (Å)
1 I 1.67144 -1.02411 -2.14738
2 I -1.64089 -0.41058 -2.00312
3 Sc 0.41355 0.06553 0.26846
4 P 0.40570 2.35542 -1.38736
5 C 1.76290 3.47694 -0.89884
6 C 0.58510 2.39422 -3.21389
7 H 0.56772 3.43910 -3.55412
8 H -0.87915 4.36040 -1.87366
9 H -0.23503 1.82903 -3.66879
10 H -1.92415 3.00688 -1.32964
11 H 2.69872 2.91132 -0.85233
12 H 1.52876 1.91116 -3.48935
13 C -0.97915 3.53272 -1.15921
14 H 1.85183 4.30118 -1.61999
15 H -0.94277 3.91951 -0.13286
16 H 1.55154 3.88159 0.09759
17 P -0.52480 -2.29096 1.24421
18 C 0.12123 -3.03095 2.77940
19 C -2.32028 -2.49920 1.55154
20 H -0.62399 -3.42986 -0.89606
21 H -0.69342 -4.59219 0.48147
22 H 0.86047 -3.83977 -0.02127
23 C -0.21750 -3.68191 0.08833
24 H -2.87874 -2.09446 0.70055
25 H -2.57260 -3.56015 1.68773
26 H -0.40818 -3.97346 2.97769
27 H -0.04507 -2.33728 3.61234
28 H -2.60003 -1.94785 2.45843
29 H 1.19662 -3.21991 2.69523
30 C 2.22416 -1.06908 1.08829
31 O 3.11494 -1.61393 1.58610
32 C 3.46865 6.05863 2.30402
33 C 3.75697 4.57978 2.27333
34 C 4.48433 4.04226 1.21019
35 C 4.72028 2.67017 1.11949
36 C 4.16105 1.82030 2.05921
37 C 3.36995 2.33823 3.09164
38 N 2.77936 1.40270 3.94834
39 C 1.52916 1.39897 4.57336
40 C 1.37484 0.69801 5.77582
41 C 0.14422 0.67817 6.42755
42 C -0.93951 1.40083 5.91068
43 C -0.81036 2.07943 4.70101
44 C 0.39186 1.99752 3.99997
45 C 0.46088 2.40257 2.57105
46 O 0.43302 3.57969 2.22623
47 O 0.55681 1.38247 1.73513
48 C 3.26836 3.73261 3.28374
49 C 2.63492 4.29532 4.51417
50 H 2.38574 6.25103 2.33538
51 H 3.91624 6.54933 3.17991
52 H 3.86702 6.55330 1.41282
53 H 4.87633 4.72129 0.44776
54 H 5.32215 2.26227 0.31151
55 H 4.29418 0.74105 1.99822
56 H 3.29763 0.53153 4.06821
57 H 2.24517 0.17392 6.18000
58 H 0.03246 0.11796 7.35366
59 H -1.89244 1.42314 6.44462
60 H -1.62561 2.64750 4.25162
61 H 1.56925 4.50107 4.34855
62 H 2.72708 3.61238 5.36239
63 H 3.11502 5.23787 4.79724

Forces on atoms 1 to 2 (eV/Å):
-0.8 0.1 0.3
0.9 -0.3 0.5

Charges in e, computed with Löwdin, in the same order as the atoms: I 0.466; I 0.404; Sc 0.184; P 0.650; C -0.259; C -0.299; H 0.063; H 0.066; H 0.012; H 0.034; H 0.033; H 0.023; C -0.247; H 0.069; H 0.044; H 0.031; P 0.724; C -0.252; C -0.248; H 0.021; H 0.070; H 0.046; C -0.265; H 0.027; H 0.070; H 0.073; H 0.053; H 0.058; H 0.041; C -0.123; O 0.150; C -0.019; C -0.200; C -0.004; C -0.051; C -0.011; C -0.176; N 0.164; C -0.198; C 0.010; C -0.036; C -0.026; C 0.017; C -0.091; C -0.514; O 0.109; O -0.182; C -0.136; C 0.000; H 0.101; H 0.097; H 0.088; H 0.135; H 0.123; H 0.102; H 0.165; H 0.131; H 0.123; H 0.126; H 0.139; H 0.100; H 0.096; H 0.097

No. 2
Formula: C22H32N2O2
Source: the OMol25 dataset
Level of theory: ωB97M-V with the def2-TZVPD basis set

Output
Lowest unoccupied orbital energy ... 0.676 eV
E ... -30409.922 eV
HOMO-LUMO gap ... 9.218 eV

Element x y z (Å)
1 C -2.45150 1.97278 1.72003
2 C -1.14782 1.29436 1.34224
3 C -0.74074 1.57353 -0.10623
4 C -0.34250 3.00910 -0.32712
5 C 0.90566 3.45163 0.10700
6 C 1.28874 4.77531 -0.05314
7 C 0.42072 5.66617 -0.66258
8 C -0.82459 5.23502 -1.09958
9 C -1.20931 3.91450 -0.92981
10 C -1.61728 6.37361 -1.68865
11 C -0.57823 7.50951 -1.83536
12 C 0.60424 7.14179 -0.90908
13 N -1.26802 -0.13497 1.57103
14 C -0.19598 -0.94235 1.70744
15 O 0.95621 -0.53911 1.67912
16 C -0.55383 -2.41855 1.87647
17 O -1.74828 -2.55867 2.63639
18 C -0.64986 -3.13918 0.51806
19 C 0.69013 -3.86951 0.82009
20 C 0.61909 -5.38445 0.72927
21 C 0.58640 -5.86559 -0.71778
22 C 1.78277 -5.35088 -1.51636
23 N 1.79704 -5.78308 -2.91537
24 C 1.82778 -3.83194 -1.43656
25 C 1.86039 -3.33920 0.00678
26 C 0.64023 -3.30476 2.26272
27 H -2.37788 3.04726 1.55537
28 H -3.27828 1.59958 1.10833
29 H -2.68959 1.80641 2.77139
30 H -0.35123 1.66766 1.99181
31 H 0.10248 0.92499 -0.35374
32 H -1.56289 1.29829 -0.77466
33 H 1.58555 2.74549 0.57141
34 H 2.26436 5.10113 0.29020
35 H -2.18413 3.57913 -1.27170
36 H -2.07185 6.11295 -2.64538
37 H -2.42918 6.65850 -1.01316
38 H -0.23292 7.55905 -2.86905
39 H -0.99955 8.48505 -1.59678
40 H 0.55961 7.69247 0.03490
41 H 1.56624 7.37055 -1.36945
42 H -2.17776 -0.54306 1.71406
43 H -1.53478 -2.39295 3.56149
44 H -1.51601 -3.80139 0.48086
45 H -0.66314 -2.49221 -0.36131
46 H 1.49065 -5.81291 1.24041
47 H -0.26488 -5.74113 1.26649
48 H 0.55873 -6.95866 -0.75254
49 H -0.33477 -5.50905 -1.19853
50 H 2.69566 -5.73396 -1.04431
51 H 2.14538 -6.72897 -3.00101
52 H 0.86261 -5.76490 -3.30764
53 H 2.69894 -3.46714 -1.98301
54 H 0.94534 -3.42387 -1.94713
55 H 1.86435 -2.24763 0.03434
56 H 2.79421 -3.66086 0.48460
57 H 1.52612 -2.76963 2.60088
58 H 0.35716 -4.05522 3.00387

Forces on atoms 1 to 2 (eV/Å):
-0.1 0.1 0.0
0.0 0.1 0.1

Charges in e, computed with Löwdin, in the same order as the atoms: C -0.041; C -0.358; C -0.113; C -0.230; C -0.031; C -0.020; C -0.191; C -0.181; C 0.010; C -0.129; C -0.169; C -0.129; N 0.113; C -0.417; O 0.071; C -0.401; O 0.010; C -0.008; C -0.423; C -0.142; C -0.158; C -0.421; N 0.036; C -0.155; C -0.131; C -0.017; H 0.079; H 0.086; H 0.082; H 0.146; H 0.117; H 0.122; H 0.118; H 0.113; H 0.122; H 0.111; H 0.115; H 0.106; H 0.101; H 0.115; H 0.111; H 0.139; H 0.110; H 0.128; H 0.124; H 0.127; H 0.121; H 0.113; H 0.118; H 0.147; H 0.065; H 0.068; H 0.115; H 0.117; H 0.114; H 0.130; H 0.120; H 0.126

No. 3
Formula: C22H32N2O5S
Source: the OMol25 dataset
Level of theory: ωB97M-V with the def2-TZVPD basis set

Output
Lowest unoccupied orbital energy ... 0.613 eV
E ... -47386.993 eV
HOMO-LUMO gap ... 9.831 eV
SMILES ... Cc1ccc(S(=O)(=O)NC[C@H]2CC[C@@H](C(=O)N3CCC4(CC3)OCCO4)CC2)cc1

Element x y z (Å)
1 C 0.38458 3.44148 5.14107
2 C 0.76412 3.78440 3.73366
3 C 2.09968 3.77920 3.34334
4 C 2.45746 4.11943 2.05037
5 C 1.47264 4.46710 1.14828
6 C 0.14063 4.47975 1.51032
7 C -0.21008 4.13789 2.80397
8 H -1.24907 4.14513 3.09941
9 H -0.59531 4.76268 0.77535
10 S 1.90256 4.88187 -0.52927
11 O 3.33334 4.87589 -0.67301
12 O 1.18255 6.04836 -0.95064
13 N 1.21383 3.58653 -1.34571
14 H 1.03437 3.85061 -2.30465
15 C 1.97339 2.35673 -1.23339
16 H 2.04930 2.13893 -0.16460
17 C 1.27502 1.20319 -1.95203
18 C 2.11189 -0.07074 -1.87203
19 C 1.42380 -1.21995 -2.60364
20 H 2.01195 -2.13007 -2.47396
21 H 1.38175 -0.99305 -3.67254
22 C -0.00837 -1.47624 -2.11598
23 C -0.02559 -2.09628 -0.72148
24 O 0.91137 -2.00266 0.04979
25 N -1.16594 -2.73620 -0.34804
26 C -2.30161 -3.08948 -1.16572
27 H -2.32331 -2.51826 -2.09069
28 C -2.28508 -4.58894 -1.47306
29 H -1.38467 -4.85916 -2.02567
30 H -3.15958 -4.85886 -2.06583
31 C -2.29827 -5.39109 -0.16224
32 C -1.14120 -4.92969 0.73638
33 C -1.19482 -3.41554 0.93246
34 H -0.33508 -3.07625 1.51145
35 H -2.12104 -3.14845 1.45085
36 H -0.20513 -5.21998 0.25948
37 H -1.21206 -5.43531 1.69965
38 O -2.15962 -6.78037 -0.41504
39 C -3.39010 -7.41076 -0.13710
40 H -3.18692 -8.40659 0.25574
41 C -4.03568 -6.46363 0.87573
42 H -5.12437 -6.44488 0.83350
43 O -3.55313 -5.20209 0.47441
44 H -3.70503 -6.69568 1.89722
45 H -3.99674 -7.48580 -1.04984
46 H -3.21142 -2.86464 -0.59763
47 C -0.81523 -0.16826 -2.12852
48 C -0.10086 0.93041 -1.34782
49 H 0.02359 0.61857 -0.30943
50 H -0.69558 1.84501 -1.35914
51 H -1.80680 -0.33216 -1.70174
52 H -0.94328 0.15260 -3.16591
53 H -0.46174 -2.18820 -2.81301
54 H 2.24738 -0.34863 -0.82767
55 H 3.09648 0.09723 -2.31327
56 H 1.14784 1.48380 -3.00535
57 H 2.99148 2.48932 -1.62415
58 H 3.48563 4.12507 1.72437
59 H 2.86247 3.50647 4.05776
60 H 0.42294 4.33741 5.76118
61 H 1.07288 2.71294 5.56226
62 H -0.62607 3.04387 5.18636

Forces on atoms 1 to 2 (eV/Å):
0.0 0.1 0.0
0.1 0.0 -0.1

Charges in e, computed with Löwdin, in the same order as the atoms: C -0.048; C -0.268; C -0.028; C -0.050; C -0.295; C -0.049; C -0.028; H 0.114; H 0.117; S 0.650; O -0.296; O -0.294; N -0.131; H 0.115; C -0.221; H 0.128; C -0.316; C -0.159; C -0.139; H 0.120; H 0.119; C -0.229; C -0.410; O 0.063; N -0.042; C -0.136; H 0.111; C -0.046; H 0.133; H 0.131; C -0.510; C -0.046; C -0.120; H 0.122; H 0.133; H 0.135; H 0.130; O -0.043; C -0.149; H 0.127; C -0.147; H 0.127; O -0.050; H 0.126; H 0.125; H 0.135; C -0.140; C -0.149; H 0.128; H 0.113; H 0.110; H 0.123; H 0.133; H 0.112; H 0.119; H 0.148; H 0.123; H 0.114; H 0.115; H 0.088; H 0.079; H 0.077

No. 4
Formula: C22H33AuNO3P2
Source: the OMol25 dataset
Level of theory: ωB97M-V with the def2-TZVPD basis set

Output
Lowest unoccupied orbital energy ... -2.249 eV
E ... -53246.046 eV
Charge ... +1
HOMO-LUMO gap ... 6.958 eV

Element x y z (Å)
1 C 5.70941 -0.26779 -2.71637
2 C 5.61167 -0.91949 -4.03045
3 H 6.29888 -0.85715 -1.99124
4 H 6.15464 0.74930 -2.76770
5 C 4.45855 -1.17198 -4.71232
6 C 3.12863 -0.81003 -4.26012
7 H 2.57701 -1.58626 -3.70708
8 H 2.49483 -0.31644 -5.00383
9 C 6.92390 -1.33832 -4.62175
10 H 7.74655 -1.00518 -3.97472
11 H 7.08707 -0.90425 -5.61971
12 H 7.00059 -2.43356 -4.71296
13 C 4.50783 -1.89146 -6.02929
14 H 4.99233 -2.87927 -5.95156
15 H 5.03040 -1.31211 -6.80985
16 H 3.48016 -2.05658 -6.37840
17 Au 0.01055 -0.14217 0.20953
18 O 1.38839 -0.22444 -1.58672
19 C 1.82709 0.62992 -2.38508
20 O -0.95662 1.33242 -1.73889
21 C -0.28902 1.89336 -2.60123
22 O -0.74868 2.89509 -3.35526
23 N 1.04575 1.61489 -2.96124
24 C 0.29359 3.33852 -4.28021
25 C 1.46256 2.41775 -4.12090
26 H 0.57139 4.36276 -4.02061
27 H -0.12030 3.30191 -5.29146
28 H 2.39279 2.95325 -3.91080
29 H 1.61125 1.77573 -5.00010
30 C 3.21648 0.54155 -2.85493
31 C 4.17221 -0.02366 -1.88423
32 H 3.58223 1.38988 -3.44104
33 H 3.87469 -1.01576 -1.51913
34 H 4.38886 0.67390 -1.05959
35 C -2.37995 -1.58483 2.36128
36 P -2.01931 -0.14437 1.33397
37 C -3.35649 0.08469 0.14665
38 C -2.08534 1.28881 2.43897
39 C -3.28165 1.78382 2.96231
40 C -3.25266 2.91246 3.78584
41 C -2.04471 3.55882 4.05782
42 C -0.84261 3.06806 3.54051
43 C -0.85497 1.91180 2.75535
44 P 0.63627 1.10495 2.11904
45 C 1.81384 2.40447 1.70684
46 C 1.32483 0.12495 3.47661
47 H -2.22944 -2.48852 1.75605
48 H -3.42098 -1.53861 2.71040
49 H -1.70442 -1.60201 3.22760
50 H -4.28641 0.35903 0.66129
51 H -3.06126 0.86338 -0.56951
52 H -3.49254 -0.86189 -0.39310
53 H -4.22444 1.28767 2.72571
54 H -4.18508 3.28575 4.20904
55 H -2.03219 4.45423 4.68006
56 H 0.10057 3.57938 3.74145
57 H 2.27445 2.81116 2.61873
58 H 2.59216 1.97427 1.06027
59 H 1.30100 3.20890 1.16166
60 H 1.37849 0.73832 4.38726
61 H 0.69810 -0.75670 3.66670
62 H 2.33454 -0.19874 3.18860

Forces on atoms 1 to 2 (eV/Å):
-2.7 1.3 2.8
-1.4 -0.6 -1.2

Charges in e, computed with Löwdin, in the same order as the atoms: C -0.086; C -0.280; H 0.114; H 0.118; C -0.292; C 0.023; H 0.121; H 0.093; C -0.055; H 0.082; H 0.090; H 0.094; C -0.054; H 0.093; H 0.094; H 0.079; Au 0.572; O -0.076; C -0.374; O 0.037; C -0.444; O 0.082; N 0.091; C -0.081; C -0.091; H 0.136; H 0.139; H 0.133; H 0.133; C -0.152; C -0.106; H 0.122; H 0.114; H 0.105; C -0.249; P 0.712; C -0.258; C -0.365; C -0.069; C -0.056; C -0.058; C -0.071; C -0.371; P 0.726; C -0.276; C -0.245; H 0.051; H 0.053; H 0.043; H 0.040; H 0.034; H 0.059; H 0.108; H 0.115; H 0.114; H 0.110; H 0.046; H 0.033; H 0.055; H 0.054; H 0.039; H 0.054